Entry a
Density functional theory data (ωB97M-V/def2-TZVPD) for a 11-piece molecular cluster, C32H99N10O2 overall.

* highest occupied orbital energy: -13.59 eV
* spin multiplicity: 1
* LUMO energy: -8.05 eV
* net charge: +3

Each line ends with the Löwdin charge.
Atoms and positions in Å:
N  3.87  0.55  3.42  0.295
H  3.14  0.34  2.68  0.092
H  4.75  0.39  2.93  0.143
H  3.89  -0.09  4.22  0.156
H  3.91  1.49  3.81  0.144
N  0.41  4.30  0.31  0.285
H  1.08  4.18  1.07  0.122
H  0.67  3.56  -0.39  0.071
H  0.50  5.20  -0.15  0.147
H  -0.59  4.19  0.65  0.093
N  3.65  2.18  -0.51  0.242
H  4.32  2.13  -1.27  0.128
H  3.67  1.27  0.01  0.084
H  2.63  2.15  -0.80  0.059
H  4.01  2.82  0.20  0.136
N  2.36  0.87  -3.55  0.298
H  1.93  0.82  -2.59  0.084
H  3.35  1.09  -3.44  0.124
H  1.91  1.71  -3.93  0.151
H  2.28  -0.02  -4.09  0.104
N  3.33  -2.18  0.00  0.249
H  2.61  -2.99  -0.04  0.077
H  3.70  -1.99  -0.93  0.110
H  4.11  -2.45  0.58  0.129
H  2.86  -1.28  0.34  0.067
O  2.47  0.30  0.98  -0.403
C  1.11  0.73  0.90  -0.310
C  0.46  1.12  -0.46  -0.351
O  1.04  2.03  -1.37  -0.371
H  0.99  1.53  1.65  0.072
H  0.45  -0.08  1.26  0.088
H  -0.55  1.46  -0.18  0.097
H  0.30  0.16  -0.98  0.069
C  -2.23  0.12  -2.61  -0.069
C  -2.18  -1.01  -1.59  -0.284
N  -3.28  -1.95  -1.70  -0.192
C  -4.62  -1.35  -1.72  -0.220
C  -5.01  -0.66  -0.41  -0.065
C  -3.10  -3.04  -0.74  -0.256
C  -4.20  -4.11  -0.87  -0.072
H  -1.40  0.83  -2.54  0.053
H  -3.15  0.66  -2.41  0.054
H  -2.17  -0.27  -3.63  0.081
H  -1.24  -1.55  -1.58  0.063
H  -2.25  -0.51  -0.59  0.106
H  -4.69  -0.72  -2.60  0.111
H  -5.31  -2.18  -1.88  0.104
H  -6.05  -0.36  -0.48  0.084
H  -4.82  -1.19  0.52  0.071
H  -4.42  0.26  -0.25  0.047
H  -3.15  -2.59  0.26  0.104
H  -2.16  -3.54  -0.98  0.088
H  -4.48  -4.29  -1.90  0.086
H  -5.09  -3.85  -0.29  0.077
H  -3.80  -5.02  -0.44  0.075
C  -2.50  6.64  1.94  -0.065
C  -3.13  5.59  1.03  -0.223
N  -2.41  4.29  1.11  -0.217
C  -2.45  3.77  2.49  -0.260
C  -3.83  3.44  3.11  -0.046
C  -3.08  3.33  0.22  -0.253
C  -2.58  3.48  -1.22  -0.064
H  -1.41  6.55  1.98  0.067
H  -2.89  6.53  2.96  0.073
H  -2.85  7.62  1.63  0.085
H  -4.19  5.44  1.24  0.125
H  -3.01  5.90  -0.01  0.108
H  -1.84  2.85  2.48  0.090
H  -1.90  4.36  3.22  0.085
H  -3.65  2.87  4.02  0.067
H  -4.20  4.38  3.53  0.079
H  -4.55  2.98  2.44  0.075
H  -4.17  3.46  0.25  0.121
H  -2.91  2.29  0.50  0.106
H  -1.50  3.32  -1.28  0.042
H  -2.73  4.49  -1.59  0.075
H  -2.96  2.75  -1.93  0.060
C  1.94  -6.41  1.58  -0.062
C  2.51  -5.09  1.03  -0.253
N  1.87  -4.56  -0.18  -0.233
C  2.10  -5.33  -1.39  -0.249
C  3.50  -5.26  -2.01  -0.055
C  0.42  -4.25  0.08  -0.199
C  0.24  -2.94  0.82  -0.069
H  1.62  -7.09  0.80  0.080
H  1.13  -6.27  2.29  0.078
H  2.75  -6.96  2.08  0.086
H  2.58  -4.36  1.84  0.105
H  3.56  -5.33  0.83  0.111
H  1.78  -6.38  -1.28  0.125
H  1.42  -4.99  -2.18  0.103
H  4.18  -5.82  -1.37  0.075
H  3.53  -5.72  -2.99  0.087
H  3.74  -4.19  -2.05  0.043
H  0.05  -5.10  0.65  0.119
H  -0.08  -4.27  -0.88  0.091
H  -0.83  -2.83  0.99  0.073
H  0.61  -2.09  0.24  0.043
H  0.82  -2.84  1.74  0.078
C  -2.04  3.60  7.11  -0.059
C  -1.49  2.36  6.37  -0.234
N  -0.84  2.68  5.10  -0.189
C  -0.05  3.89  5.09  -0.280
C  1.32  3.82  5.79  -0.071
C  -0.20  1.62  4.38  -0.300
C  -1.15  0.43  4.17  -0.070
H  -2.79  3.28  7.83  0.085
H  -2.53  4.24  6.38  0.076
H  -1.19  4.05  7.62  0.076
H  -0.87  1.67  6.96  0.121
H  -2.37  1.75  6.14  0.105
H  -0.59  4.76  5.47  0.106
H  0.20  4.21  4.06  0.092
H  1.18  3.40  6.79  0.080
H  1.73  4.82  5.94  0.082
H  1.98  3.16  5.23  0.037
H  0.22  1.98  3.43  0.068
H  0.74  1.23  4.82  0.102
H  -1.17  -0.20  5.06  0.080
H  -2.16  0.73  3.92  0.074
H  -0.79  -0.23  3.37  0.054
C  0.83  -2.17  -3.08  -0.088
C  0.71  -2.24  -4.59  -0.224
N  1.83  -1.66  -5.35  -0.240
C  3.02  -2.51  -5.25  -0.242
C  4.26  -1.85  -5.84  -0.071
C  1.47  -1.11  -6.67  -0.228
C  1.20  -2.17  -7.75  -0.050
H  0.63  -1.21  -2.60  0.037
H  1.85  -2.35  -2.73  0.049
H  0.13  -2.91  -2.69  0.071
H  0.60  -3.30  -4.86  0.126
H  -0.23  -1.79  -4.90  0.123
H  3.17  -2.71  -4.19  0.082
H  2.79  -3.47  -5.73  0.122
H  4.56  -0.96  -5.26  0.063
H  5.10  -2.54  -5.81  0.087
H  4.17  -1.51  -6.86  0.075
H  2.35  -0.52  -6.93  0.093
H  0.64  -0.41  -6.52  0.113
H  1.81  -1.99  -8.63  0.082
H  0.20  -2.07  -8.16  0.080
H  1.25  -3.17  -7.33  0.072

Entry b
Density functional theory data (ωB97M-V/def2-TZVPD) for a 11-piece molecular cluster, C32H99N10O2 overall.

* highest occupied orbital energy: -14.71 eV
* spin multiplicity: 1
* LUMO energy: -7.67 eV
* net charge: +3

Each line ends with the Löwdin charge.
Atoms and positions in Å:
N  -0.68  -2.43  4.51  0.296
H  -0.77  -3.45  4.46  0.154
H  -1.53  -2.00  4.87  0.140
H  -0.48  -2.03  3.56  0.083
H  0.15  -2.27  5.10  0.154
N  -0.81  1.34  3.85  0.269
H  -0.19  1.12  4.64  0.135
H  -1.75  1.38  4.25  0.130
H  -0.70  0.53  3.16  0.071
H  -0.52  2.25  3.42  0.087
N  -3.30  -0.46  1.33  0.259
H  -3.37  0.17  0.54  0.123
H  -3.92  -1.33  1.35  0.083
H  -3.60  0.10  2.13  0.127
H  -2.27  -0.62  1.49  0.056
N  2.51  -1.39  -2.25  0.270
H  1.66  -0.79  -2.14  0.062
H  3.28  -1.18  -1.59  0.075
H  2.94  -1.22  -3.16  0.136
H  2.23  -2.40  -2.24  0.081
N  -1.48  1.18  -3.12  0.280
H  -0.81  0.81  -2.39  0.059
H  -2.33  0.61  -3.09  0.134
H  -1.11  0.90  -4.03  0.140
H  -1.70  2.19  -2.99  0.086
O  -0.65  -0.90  2.21  -0.394
C  0.16  -0.79  1.06  -0.323
C  -0.25  0.18  -0.07  -0.365
O  0.30  0.00  -1.36  -0.359
H  0.31  -1.80  0.66  0.102
H  1.16  -0.46  1.36  0.068
H  -0.36  1.23  0.25  0.083
H  -1.32  -0.05  -0.30  0.070
C  -2.68  -3.53  0.20  -0.073
C  -3.83  -3.89  1.13  -0.235
N  -4.83  -2.87  1.47  -0.252
C  -5.44  -3.09  2.80  -0.246
C  -6.36  -4.31  2.84  -0.064
C  -5.83  -2.53  0.45  -0.255
C  -6.81  -1.43  0.78  -0.073
H  -2.11  -4.43  0.00  0.082
H  -2.13  -2.69  0.63  0.042
H  -3.03  -3.05  -0.71  0.074
H  -4.44  -4.64  0.60  0.129
H  -3.38  -4.27  2.05  0.117
H  -4.63  -3.16  3.54  0.101
H  -5.97  -2.20  3.14  0.108
H  -7.18  -4.23  2.13  0.077
H  -5.86  -5.27  2.67  0.080
H  -6.92  -4.42  3.77  0.088
H  -6.35  -3.46  0.19  0.123
H  -5.29  -2.24  -0.46  0.111
H  -6.28  -0.66  1.34  0.067
H  -7.73  -1.76  1.26  0.089
H  -7.17  -1.01  -0.16  0.087
C  6.30  -2.62  -1.05  -0.065
C  5.68  -1.76  0.05  -0.251
N  4.78  -0.70  -0.47  -0.214
C  5.63  0.46  -0.81  -0.208
C  4.76  1.57  -1.40  -0.063
C  3.76  -0.43  0.54  -0.278
C  4.23  0.30  1.84  -0.069
H  7.20  -2.14  -1.43  0.077
H  5.54  -2.66  -1.83  0.051
H  6.58  -3.63  -0.75  0.082
H  5.05  -2.46  0.61  0.108
H  6.41  -1.37  0.76  0.118
H  6.23  0.72  0.06  0.118
H  6.36  0.12  -1.55  0.120
H  5.32  2.48  -1.62  0.084
H  4.26  1.29  -2.33  0.071
H  3.94  1.89  -0.75  0.046
H  3.32  -1.36  0.94  0.100
H  2.84  0.05  0.18  0.075
H  5.09  -0.22  2.28  0.077
H  3.35  0.28  2.48  0.056
H  4.59  1.32  1.74  0.069
C  -1.84  4.73  2.32  -0.072
C  -0.61  4.89  3.25  -0.249
N  0.40  3.85  3.09  -0.221
C  0.81  3.60  1.71  -0.257
C  1.90  2.57  1.56  -0.096
C  1.57  4.11  3.97  -0.224
C  2.36  5.38  3.66  -0.058
H  -2.54  5.54  2.54  0.088
H  -2.29  3.75  2.43  0.058
H  -1.52  4.88  1.29  0.050
H  -0.25  5.92  3.18  0.114
H  -1.04  4.90  4.26  0.122
H  -0.06  3.23  1.15  0.083
H  1.21  4.47  1.17  0.130
H  2.11  2.43  0.50  0.071
H  2.88  2.87  1.94  0.074
H  1.66  1.58  1.96  0.053
H  2.22  3.24  3.93  0.098
H  1.24  4.20  5.01  0.117
H  1.73  6.20  3.32  0.070
H  3.09  5.16  2.89  0.076
H  2.82  5.83  4.54  0.089
C  3.88  -4.96  -3.41  -0.068
C  2.36  -4.93  -3.28  -0.251
N  1.90  -4.21  -2.10  -0.228
C  2.38  -4.76  -0.81  -0.235
C  1.91  -6.17  -0.42  -0.056
C  0.40  -4.15  -2.12  -0.264
C  -0.23  -3.31  -3.17  -0.082
H  4.24  -5.32  -4.37  0.088
H  4.29  -5.62  -2.64  0.073
H  4.31  -3.98  -3.24  0.055
H  2.06  -4.34  -4.15  0.110
H  1.89  -5.91  -3.41  0.131
H  2.16  -3.99  -0.06  0.098
H  3.47  -4.73  -0.84  0.098
H  0.85  -6.33  -0.66  0.062
H  1.98  -6.30  0.65  0.075
H  2.50  -6.94  -0.92  0.081
H  0.11  -5.19  -2.29  0.114
H  0.02  -3.83  -1.15  0.100
H  0.02  -2.25  -3.02  0.049
H  0.04  -3.51  -4.21  0.080
H  -1.29  -3.39  -2.96  0.078
C  0.50  3.95  -1.96  -0.071
C  -0.87  4.61  -1.94  -0.247
N  -1.74  4.14  -3.02  -0.247
C  -1.17  4.21  -4.38  -0.248
C  -0.69  5.63  -4.69  -0.074
C  -3.16  4.52  -2.94  -0.226
C  -3.78  4.26  -1.59  -0.091
H  0.50  2.98  -1.45  0.053
H  1.15  4.58  -1.34  0.080
H  0.97  3.97  -2.94  0.075
H  -1.25  4.26  -0.98  0.080
H  -0.82  5.70  -1.96  0.128
H  -0.44  3.45  -4.64  0.100
H  -1.96  4.05  -5.13  0.117
H  -0.31  5.72  -5.71  0.087
H  -1.50  6.35  -4.57  0.081
H  0.16  5.97  -4.10  0.073
H  -3.74  3.94  -3.66  0.122
H  -3.09  5.60  -3.11  0.124
H  -3.57  5.02  -0.83  0.074
H  -3.25  3.40  -1.15  0.054
H  -4.85  4.07  -1.61  0.080

Of the structures shown above, entry a is the least stable.